Record 1
Density functional theory data (ωB97M-V with the def2-TZVPD basis set) for one molecule with the formula C25H29N3O2.

Calculated values
HOMO = -8.01 eV
SMILES string = CCOc1ccc(-c2cc(C(=O)NCCCN3CCCC3)c3ccccc3n2)cc1

CARTESIAN COORDINATES (ANGSTROEM)
C1 8.154 -2.885 -4.037
C2 7.225 -2.134 -3.096
O1 5.954 -2.066 -3.712
C3 4.939 -1.438 -3.068
C4 5.032 -0.839 -1.815
C5 3.925 -0.232 -1.251
C6 2.703 -0.201 -1.917
C7 2.623 -0.791 -3.181
C8 3.715 -1.404 -3.745
H1 3.658 -1.867 -4.718
H2 1.680 -0.757 -3.704
C9 1.520 0.450 -1.349
N1 0.588 0.828 -2.195
C10 -0.498 1.477 -1.745
C11 -1.458 1.907 -2.686
C12 -2.556 2.613 -2.281
C13 -2.733 2.939 -0.927
C14 -1.828 2.523 0.011
C15 -0.709 1.757 -0.366
C16 0.258 1.253 0.544
C17 1.373 0.631 0.049
H3 2.111 0.246 0.734
C18 0.090 1.344 2.033
O2 0.941 1.806 2.767
N2 -1.069 0.807 2.468
C19 -1.413 0.664 3.860
H4 -1.530 -0.403 4.077
C20 -2.704 1.407 4.233
H5 -3.076 0.988 5.169
H6 -2.487 2.463 4.404
C21 -3.785 1.318 3.146
N3 -3.827 0.020 2.508
C22 -4.589 -0.005 1.271
C23 -4.684 -1.495 0.945
H7 -5.585 -1.726 0.380
H8 -3.822 -1.801 0.353
C24 -4.661 -2.180 2.323
H9 -3.864 -2.920 2.372
H10 -5.602 -2.684 2.542
C25 -4.407 -1.039 3.316
H11 -3.724 -1.326 4.116
H12 -5.356 -0.711 3.775
H13 -4.076 0.568 0.495
H14 -5.598 0.424 1.408
H15 -3.568 2.051 2.365
H16 -4.762 1.588 3.587
H17 -0.574 1.052 4.442
H18 -1.736 0.407 1.824
H19 -1.943 2.801 1.048
H20 -3.589 3.529 -0.632
H21 -3.287 2.945 -3.003
H22 -1.285 1.674 -3.724
H23 4.033 0.245 -0.289
H24 5.963 -0.834 -1.271
H25 7.610 -1.121 -2.912
H26 7.151 -2.662 -2.135
H27 9.146 -2.956 -3.599
H28 8.219 -2.363 -4.988
H29 7.770 -3.885 -4.217

These are the natural (NBO) partial charges, in e, on atoms 1 to 2: -0.62 -0.06

=====

Record 2
Density functional theory data (ωB97M-V with the def2-TZVPD basis set) for C40H47As2FGeNO4PRe as an isolated structure in a non-equilibrium geometry.

Calculated values
HOMO (alpha / beta) = -7.11 / -6.92 eV
Multiplicity = 2

CARTESIAN COORDINATES (ANGSTROEM)
Re1 -0.326 0.261 0.142
C1 4.265 0.262 -0.011
As1 2.633 -0.727 -0.322
C2 3.245 -1.677 -1.923
C3 2.876 -2.165 1.021
C4 3.836 -2.025 2.026
C5 3.930 -2.941 3.066
C6 3.057 -4.016 3.121
C7 2.110 -4.178 2.118
C8 2.017 -3.270 1.065
As2 0.781 -3.557 -0.419
C9 1.803 -4.984 -1.299
C10 -0.532 -4.719 0.440
H1 4.376 0.977 -0.824
H2 5.105 -0.432 -0.018
H3 4.233 0.804 0.930
H4 3.944 -2.463 -1.648
H5 3.747 -0.954 -2.566
H6 2.400 -2.101 -2.459
H7 4.506 -1.178 2.031
H8 4.674 -2.800 3.841
H9 3.112 -4.728 3.936
H10 1.440 -5.026 2.165
H11 2.085 -5.740 -0.564
H12 2.701 -4.582 -1.769
H13 1.176 -5.439 -2.067
H14 -0.080 -5.658 0.757
H15 -1.319 -4.933 -0.280
H16 -0.968 -4.203 1.295
F1 1.788 0.010 6.020
C11 1.343 0.157 4.748
C12 0.040 -0.177 4.451
C13 -0.399 -0.045 3.133
C14 0.427 0.430 2.095
C15 1.728 0.783 2.491
C16 2.202 0.645 3.794
H17 -0.610 -0.545 5.236
H18 -1.421 -0.334 2.905
H19 2.399 1.217 1.759
H20 3.216 0.914 4.070
C17 -0.356 2.592 -2.401
P1 0.507 2.285 -0.801
C18 2.245 2.575 -1.342
C19 3.126 3.380 -0.622
C20 4.406 3.638 -1.103
C21 4.825 3.091 -2.308
C22 3.961 2.271 -3.026
C23 2.685 2.015 -2.544
C24 0.171 3.842 0.104
C25 -0.069 5.043 -0.565
C26 -0.310 6.213 0.145
C27 -0.297 6.198 1.534
C28 -0.047 5.011 2.210
C29 0.181 3.838 1.498
H21 0.188 3.269 -3.058
H22 -1.337 3.012 -2.189
H23 -0.503 1.636 -2.905
H24 2.804 3.836 0.309
H25 5.073 4.276 -0.536
H26 5.821 3.295 -2.683
H27 4.279 1.840 -3.968
H28 2.018 1.383 -3.121
H29 -0.069 5.075 -1.649
H30 -0.509 7.136 -0.388
H31 -0.482 7.111 2.089
H32 -0.039 4.993 3.294
H33 0.351 2.908 2.025
O1 -1.492 -1.523 0.580
C30 -1.992 -1.573 -0.594
O2 -1.547 -0.819 -1.499
C31 -3.098 -2.525 -0.886
C32 -3.719 -3.224 0.139
C33 -4.739 -4.119 -0.148
C34 -5.142 -4.315 -1.464
C35 -4.511 -3.596 -2.455
C36 -3.494 -2.705 -2.203
N1 -4.946 -3.796 -3.884
O3 -5.847 -4.580 -4.086
O4 -4.365 -3.158 -4.732
H34 -3.395 -3.050 1.158
H35 -5.219 -4.673 0.649
H36 -5.931 -5.006 -1.724
H37 -3.019 -2.159 -3.005
C37 -3.903 3.602 0.006
Ge1 -3.488 1.745 -0.403
C38 -3.655 1.494 -2.319
C39 -4.818 0.622 0.449
C40 -1.764 1.408 0.461
H38 -4.820 3.926 -0.496
H39 -3.080 4.246 -0.317
H40 -4.031 3.729 1.084
H41 -4.686 1.195 -2.522
H42 -2.985 0.712 -2.678
H43 -3.453 2.419 -2.862
H44 -5.800 1.049 0.230
H45 -4.684 0.575 1.532
H46 -4.783 -0.392 0.046
H47 -1.757 1.866 1.457

These are the Mulliken partial charges, in e, on atoms 1 to 2: -0.58 -1.36

=====

Record 3
Density functional theory data (ωB97M-V with the def2-TZVPD basis set) for one molecule with the formula C3H7N5O2 in a non-equilibrium geometry.

Calculated values
HOMO (alpha / beta) = -7.53 / -7.53 eV

CARTESIAN COORDINATES (ANGSTROEM)
C1 -0.708 2.061 0.811
C2 0.038 1.589 -0.341
C3 -0.121 -1.907 0.259
N1 -0.972 -2.402 1.092
N2 0.276 0.310 -0.553
N3 -0.359 -0.621 0.023
N4 -1.386 1.101 1.399
N5 0.692 2.566 -1.115
O1 1.374 0.157 -1.566
O2 0.916 -2.514 -0.402
H1 -1.041 -3.366 1.252
H2 -1.517 0.107 1.121
H3 -1.845 1.177 2.361
H4 1.369 2.313 -1.842
H5 0.773 3.579 -0.887
H6 1.450 -0.864 -1.715
H7 1.059 -3.286 0.102

These are the natural (NBO) partial charges, in e, on atoms 1 to 2: 0.02 0.26

=====

Record 4
Density functional theory data (ωB97M-V with the def2-TZVPD basis set) for a 2-piece molecular cluster, C6H18N3 overall in a non-equilibrium geometry.

Calculated values
HOMO (alpha / beta) = -18.56 / -18.56 eV
Total charge = +2
Multiplicity = 2

CARTESIAN COORDINATES (ANGSTROEM)
C1 -0.401 -1.671 0.048
C2 0.045 -2.295 1.417
C3 -0.227 -2.708 -1.027
C4 -1.822 -1.239 0.284
H1 0.371 -0.887 -0.162
H2 1.096 -2.645 1.427
H3 -0.608 -3.144 1.769
H4 -0.950 -3.567 -1.058
H5 -0.093 -2.255 -2.037
H6 0.768 -3.141 -0.956
H7 -2.496 -2.094 0.541
H8 -1.985 -0.674 1.192
H9 -2.436 -0.755 -0.502
H10 0.026 -1.624 2.267
C5 2.148 1.530 0.257
C6 0.202 2.544 -0.581
N1 1.408 2.032 -1.045
N2 0.096 3.251 0.558
N3 -0.902 2.467 -1.348
H11 1.292 1.253 -1.590
H12 0.850 3.379 1.198
H13 -0.830 3.568 0.880
H14 -0.922 1.666 -2.015
H15 -1.776 2.893 -1.232
H16 2.982 0.819 0.044
H17 1.532 0.930 0.909
H18 2.633 2.368 0.764

These are the natural (NBO) partial charges, in e, on atoms 1 to 2: -0.15 -0.51

=====

Record 5
Density functional theory data (ωB97M-V with the def2-TZVPD basis set) for a 4-piece molecular cluster, C27H69NO16P5 overall in a non-equilibrium geometry.

Calculated values
HOMO = -11.04 eV
Total charge = +1

CARTESIAN COORDINATES (ANGSTROEM)
C1 -10.978 -6.804 2.564
O1 -10.239 -7.876 3.115
C2 -8.904 -7.534 3.418
C3 -8.751 -6.410 4.435
C4 -7.269 -6.119 4.742
C5 -7.135 -5.237 5.991
C6 -7.988 -3.941 5.973
C7 -7.092 -2.692 6.099
C8 -7.924 -1.407 5.813
P1 -7.450 -0.544 4.291
C9 -5.847 0.382 4.598
N1 -4.884 0.252 3.534
P2 -7.427 -1.799 2.480
O2 -6.099 -1.977 1.925
O3 -8.121 -3.199 2.773
O4 -8.329 -1.042 1.399
H1 -10.295 -6.112 2.051
H2 -11.425 -6.225 3.383
H3 -11.768 -7.158 1.907
H4 -8.370 -7.320 2.478
H5 -8.446 -8.442 3.821
H6 -9.239 -6.660 5.379
H7 -9.147 -5.498 3.981
H8 -6.764 -5.641 3.897
H9 -6.755 -7.064 4.948
H10 -6.096 -4.937 6.161
H11 -7.428 -5.811 6.874
H12 -8.590 -3.825 5.070
H13 -8.697 -3.987 6.804
H14 -6.196 -2.799 5.481
H15 -6.802 -2.642 7.151
H16 -8.992 -1.627 5.830
H17 -7.728 -0.696 6.624
H18 -8.426 0.447 4.075
H19 -5.458 0.033 5.557
H20 -6.101 1.441 4.690
H21 -4.076 -0.252 3.867
H22 -4.630 1.138 3.127
H23 -8.109 -3.698 1.938
H24 -9.257 -0.999 1.681
O5 0.260 1.121 -0.227
P3 0.464 -0.186 0.444
O6 -0.417 -0.061 1.825
C10 -1.837 -0.068 1.726
C11 -2.386 -1.424 1.312
O7 1.985 -0.001 0.996
C12 2.827 1.079 0.581
C13 2.721 2.251 1.535
O8 0.584 -1.797 0.443
C14 1.527 -2.552 1.225
C15 1.420 -2.370 2.721
H25 -2.160 0.708 1.024
H26 -2.217 0.198 2.714
H27 -2.089 -1.671 0.291
H28 -3.477 -1.426 1.357
H29 -1.999 -2.209 1.962
H30 2.605 1.372 -0.443
H31 3.853 0.705 0.585
H32 1.683 2.518 1.733
H33 3.235 3.124 1.131
H34 3.171 1.999 2.497
H35 2.538 -2.357 0.874
H36 1.319 -3.596 0.986
H37 1.666 -1.358 3.034
H38 2.116 -3.047 3.219
H39 0.409 -2.584 3.071
O9 6.479 0.245 -0.616
P4 7.024 -0.752 -1.574
O10 8.276 0.012 -2.289
C16 9.463 0.251 -1.523
C17 10.219 -1.026 -1.204
O11 5.877 -0.685 -2.739
C18 4.643 -0.001 -2.542
C19 4.729 1.428 -3.037
O12 7.449 -2.256 -1.982
C20 7.205 -2.862 -3.264
C21 7.840 -2.160 -4.441
H40 9.201 0.783 -0.604
H41 10.088 0.914 -2.120
H42 9.644 -1.666 -0.531
H43 11.169 -0.794 -0.721
H44 10.410 -1.597 -2.112
H45 4.336 -0.045 -1.500
H46 3.883 -0.536 -3.117
H47 5.613 1.940 -2.655
H48 3.844 1.996 -2.740
H49 4.802 1.448 -4.126
H50 6.135 -2.997 -3.412
H51 7.629 -3.864 -3.187
H52 7.425 -1.169 -4.607
H53 7.669 -2.745 -5.347
H54 8.914 -2.043 -4.295
O13 5.608 8.133 -6.317
P5 4.833 7.355 -5.319
O14 4.760 5.848 -5.947
C22 5.951 5.055 -5.967
C23 6.387 4.628 -4.578
O15 3.328 7.919 -5.618
C24 3.090 9.054 -6.449
C25 2.837 8.639 -7.884
O16 4.452 6.948 -3.799
C26 3.120 6.709 -3.322
C27 2.381 5.583 -4.009
H55 6.750 5.608 -6.469
H56 5.728 4.177 -6.574
H57 6.700 5.489 -3.983
H58 7.227 3.934 -4.637
H59 5.564 4.148 -4.048
H60 3.909 9.767 -6.378
H61 2.203 9.554 -6.053
H62 3.601 7.951 -8.245
H63 2.816 9.510 -8.540
H64 1.880 8.121 -7.967
H65 2.545 7.633 -3.345
H66 3.239 6.451 -2.268
H67 2.183 5.797 -5.057
H68 1.419 5.427 -3.517
H69 2.953 4.655 -3.968

These are the Mulliken partial charges, in e, on atoms 1 to 2: -0.54 -0.41

=====

E_tot for every record listed, in sequence, given in eV: -34961.9489; -244248.7631; -14764.0200; -10963.7151; -109810.0580.
Molecular weight for every record listed, in sequence, given in g/mol: 403.5; 1064.5; 145.1; 132.2; 818.7.